Entry 1:
ORCA calculation (ωB97M-V/def2-TZVPD) on C20H30O16Pt2 as an isolated structure at a distorted geometry.

The calculation puts the molecular weight at 916.60 u. The lowest unoccupied orbital energy (spin up / spin down) is -7.76 / -11.75 eV. For the total energy, the calculation gives -60452.8472 eV. The value obtained for the HOMO energy (spin up / spin down) is -14.649 / -14.649 eV. Its expectation value of S² is 6.04.

The geometry in ORCA input format:
```
! RIJCOSX wB97M-V def2-TZVPD def2/J DEFGRID3
* xyz 2 5
Pt -0.9274 -5.7359 1.5367
Pt -2.1771 -3.1696 4.2122
C -0.4957 -6.0736 5.6538
C -0.3144 -5.8927 4.2536
O 0.5734 -6.5736 3.7079
O -1.0582 -5.0910 3.6945
H -0.2500 -5.1915 6.2452
H 0.0377 -6.9163 6.0938
H -1.5695 -6.2180 5.7727
C -0.6361 -1.6080 0.2001
C -0.8372 -2.5470 1.3653
O -1.3591 -2.1907 2.4169
O -0.1627 -3.6298 1.3417
H -0.1796 -2.1364 -0.6368
H -0.0134 -0.7415 0.4223
H -1.5975 -1.2278 -0.1453
C 3.8312 -2.0069 0.8947
C 3.9391 -0.7956 1.8398
C 2.9432 0.3819 1.4917
O 2.5192 0.8933 2.6526
C 2.7929 0.1124 3.6269
O 2.3616 0.3483 4.7314
O 3.4423 -1.0131 3.1685
H 4.3134 -2.8382 1.4091
H 4.5215 -1.7674 0.0858
H 2.8345 -2.1312 0.4714
H 4.9645 -0.4311 1.9010
H 2.1583 0.0861 0.7956
H 3.5261 1.0905 0.9033
C -0.4768 2.5081 0.8698
C -0.2362 2.8634 -0.5881
C -0.9165 4.0465 -1.2597
O 0.1652 4.7198 -1.8428
C 1.3106 4.1916 -1.5470
O 2.3982 4.5125 -1.9675
O 1.1721 3.2102 -0.7012
H 0.4940 2.2046 1.2616
H -1.0056 1.5555 0.8366
H -0.7884 3.3116 1.5372
H -0.2286 1.9659 -1.2065
H -1.4217 4.7520 -0.5999
H -1.5865 3.7161 -2.0534
C -4.6665 -0.2862 -0.0914
C -5.0240 0.7575 -1.1927
C -4.6070 2.2836 -0.7751
O -3.5669 2.7090 -1.6140
C -3.3643 1.7996 -2.5279
O -2.7538 2.0613 -3.6026
O -3.9700 0.6470 -2.2123
H -5.4170 -0.2756 0.6990
H -3.6792 -0.0859 0.3248
H -4.6145 -1.2848 -0.5252
H -6.0919 0.6998 -1.4036
H -4.3173 2.4229 0.2664
H -5.5351 2.8532 -0.8225
C 0.8568 2.2644 -4.4863
C 1.8864 1.0849 -4.3192
C 3.1520 1.3739 -3.5313
O 3.2815 0.3450 -2.5933
C 2.1980 -0.4567 -2.5475
O 2.1867 -1.5628 -1.9504
O 1.3212 0.0332 -3.4822
H 0.0788 1.9958 -5.2009
H 1.3116 3.0812 -5.0467
H 0.2963 2.6406 -3.6305
H 2.0221 0.6867 -5.3247
H 3.0183 2.2972 -2.9677
H 3.9371 1.3714 -4.2875
*
```

=====

Entry 2:
ORCA calculation (ωB97M-V/def2-TZVPD) on a single C20H30O5 molecule at a distorted geometry.

The calculation puts the molecular weight at 350.45 u. The lowest unoccupied orbital energy is 0.76 eV. Its energy relative to the best compared isomer or geometry (same formula, charge and spin) is 2.006 eV. The SMILES is CCCCC(C(=O)OCC)(C(=O)OCC)[C@H](OC)c1ccc(C)cc1. For the total energy, the calculation gives -31463.3364 eV. The value obtained for the HOMO energy is -8.837 eV.

The geometry in ORCA input format:
```
! RIJCOSX wB97M-V def2-TZVPD def2/J DEFGRID3
* xyz 0 1
C 0.7113 -4.3678 0.7118
C 0.7201 -3.0117 1.4095
C 0.7893 -1.8949 0.3730
C 1.1540 -0.5449 0.9575
C -0.0322 0.4549 1.0550
C -0.0035 1.1374 2.4669
O -0.9350 1.7792 2.9342
O 1.1641 1.0179 3.1255
C 1.2615 1.4653 4.5246
C 2.6868 1.8864 4.7583
C -1.4688 -0.1794 1.0659
O -2.2040 -0.3036 2.0238
O -1.8448 -0.5312 -0.1673
C -3.2680 -0.7281 -0.3476
C -3.3914 -0.9568 -1.8278
C 0.0296 1.4471 0.0005
O -1.1887 2.2024 -0.0603
C -1.2418 3.4141 0.6849
C 0.2781 0.9226 -1.4632
C 1.5541 0.5316 -1.9490
C 1.7101 0.1269 -3.2751
C 0.6677 0.1647 -4.1965
C 0.8133 -0.3349 -5.6081
C -0.5430 0.7143 -3.7439
C -0.7133 1.1038 -2.4195
H 0.8084 -5.1783 1.4397
H -0.2178 -4.5082 0.1456
H 1.5501 -4.4284 0.0095
H -0.1554 -2.9127 2.0685
H 1.6015 -2.9340 2.0578
H 1.5249 -2.1698 -0.3917
H -0.1787 -1.8156 -0.1364
H 1.5437 -0.6382 1.9786
H 1.9835 -0.0836 0.3761
H 0.5630 2.2841 4.7047
H 0.9923 0.6009 5.1381
H 2.8331 2.1809 5.7988
H 3.3905 1.0811 4.5418
H 2.9351 2.7458 4.1337
H -3.5862 -1.5924 0.2513
H -3.7898 0.1824 -0.0214
H -4.4263 -1.1357 -2.1340
H -3.0115 -0.0786 -2.3583
H -2.7825 -1.8141 -2.1369
H 0.8701 2.1088 0.2673
H -2.2378 3.8577 0.5638
H -1.1272 3.1480 1.7410
H -0.4746 4.1553 0.3855
H 2.4318 0.5882 -1.3004
H 2.6828 -0.2260 -3.6184
H -0.1067 -0.1903 -6.1755
H 1.6200 0.1681 -6.1515
H 1.0442 -1.4047 -5.6264
H -1.3658 0.8463 -4.4277
H -1.6203 1.6478 -2.1564
*
```

=====

Entry 3:
ORCA calculation (ωB97M-V/def2-TZVPD) on C20H31AuN3OS4 as an isolated structure.

The calculation puts the molecular weight at 654.72 u. The lowest unoccupied orbital energy is -12.48 eV. For the total energy, the calculation gives -74765.9872 eV. The value obtained for the HOMO energy is -16.902 eV.

The geometry in ORCA input format:
```
! RIJCOSX wB97M-V def2-TZVPD def2/J DEFGRID3
* xyz 3 1
Au 0.4985 -0.4595 -0.6519
C 3.8924 -1.2923 -0.5873
C 3.6187 -0.6103 0.7484
S 1.9222 -0.0183 1.0931
C 1.1884 -1.1703 2.3001
C 1.0919 -2.5704 1.7637
S 0.0863 -2.5709 0.2308
C 0.8903 -3.7722 -0.8705
C 2.1211 -3.3120 -1.6269
S 3.6200 -3.0942 -0.6067
H 4.9522 -1.1550 -0.7825
H 3.3539 -0.8135 -1.4069
H 4.2006 0.3130 0.8363
H 3.8755 -1.2479 1.5951
H 0.2126 -0.7298 2.5104
H 1.7937 -1.1143 3.2090
H 0.5766 -3.2182 2.4774
H 2.0603 -2.9987 1.5242
H 0.0953 -4.0545 -1.5673
H 1.0880 -4.6415 -0.2374
H 1.9257 -2.4008 -2.1974
H 2.3489 -4.0908 -2.3492
C 0.5578 1.3617 -5.9342
C 1.7835 1.7370 -5.0944
C 1.4375 1.8595 -3.6472
N 1.2243 0.8717 -2.8471
N 0.8902 1.2967 -1.5872
C 0.8210 2.6099 -1.4134
N 0.4849 3.2213 -0.2847
S 1.2239 3.4183 -2.8827
H 0.8501 1.2638 -6.9770
H -0.2157 2.1276 -5.8738
H 0.1399 0.4097 -5.6064
H 2.2051 2.6815 -5.4403
H 2.5653 0.9825 -5.1899
H 0.1420 2.7071 0.5107
H 0.4537 4.2285 -0.2295
C -6.0632 -3.4744 -2.9938
C -5.1637 -2.7016 -2.0946
C -3.9368 -2.2045 -2.5568
C -3.1019 -1.4739 -1.7422
C -1.8481 -0.9546 -2.3509
C -3.5062 -1.1883 -0.3897
C -2.7465 -0.3713 0.5128
O -1.5662 0.0083 0.3929
C -4.7541 -1.6729 0.0838
C -5.2625 -1.3864 1.4710
C -5.5378 -2.4343 -0.7673
H -5.5857 -3.7067 -3.9426
H -6.9687 -2.8967 -3.1987
H -6.3745 -4.4063 -2.5188
H -3.6486 -2.3931 -3.5836
H -1.8190 -1.1430 -3.4221
H -0.9409 -1.5424 -1.9463
H -1.6726 0.1025 -2.1599
H -3.2611 -0.0239 1.4156
H -4.5882 -1.7562 2.2443
H -6.2249 -1.8681 1.6215
H -5.4112 -0.3175 1.6347
H -6.4850 -2.8124 -0.4037
*
```

=====

> Look up the total energy of the first one.

-60452.8472 eV